# 1
{"formula": "C25H22CoN4O2", "method": "the ωB97M-V functional and the def2-TZVPD basis", "symbols": ["Co", "O", "C", "O", "C", "C", "C", "N", "C", "C", "C", "C", "C", "C", "C", "N", "C", "C", "C", "C", "C", "N", "H", "H", "H", "H", "H", "H", "H", "H", "H", "H", "C", "N", "C", "C", "C", "C", "C", "C", "C", "C", "H", "H", "H", "H", "H", "H", "H", "H", "H", "H", "H", "H"], "positions_angstrom": [[0.08, 0.27, 0.30], [-1.20, 6.98, 0.32], [-0.05, 6.51, 0.29], [1.08, 7.03, 0.30], [-0.02, 4.96, 0.27], [-1.20, 4.24, 0.28], [-1.13, 2.86, 0.25], [0.04, 2.23, 0.18], [1.18, 2.91, 0.21], [1.19, 4.29, 0.25], [2.39, 2.02, 0.21], [3.67, 2.51, 0.05], [4.73, 1.62, 0.02], [4.48, 0.27, 0.15], [3.17, -0.15, 0.31], [2.15, 0.70, 0.35], [-2.29, 1.91, 0.31], [-3.61, 2.33, 0.21], [-4.62, 1.38, 0.24], [-4.29, 0.04, 0.36], [-2.95, -0.29, 0.45], [-1.97, 0.61, 0.44], [-2.13, 4.79, 0.33], [2.10, 4.88, 0.28], [3.82, 3.57, -0.06], [5.74, 1.98, -0.11], [5.28, -0.47, 0.12], [2.92, -1.20, 0.40], [-3.83, 3.38, 0.10], [-5.65, 1.69, 0.17], [-5.04, -0.73, 0.38], [-2.63, -1.33, 0.52], [-1.34, -3.27, 1.74], [-0.05, -3.89, 1.54], [-0.17, -5.22, 0.99], [0.89, -3.02, 0.84], [0.56, -2.65, -0.59], [0.72, -3.61, -1.60], [0.39, -3.32, -2.91], [-0.10, -2.07, -3.24], [-0.24, -1.11, -2.24], [0.09, -1.36, -0.89], [-1.92, -3.85, 2.46], [-1.94, -3.21, 0.81], [-1.22, -2.26, 2.14], [-0.75, -5.84, 1.68], [0.81, -5.67, 0.87], [-0.69, -5.24, 0.01], [1.87, -3.51, 0.89], [0.95, -2.10, 1.43], [1.12, -4.59, -1.35], [0.52, -4.08, -3.68], [-0.36, -1.83, -4.26], [-0.61, -0.13, -2.52]], "multiplicity": 4, "mol_weight_g_mol": 469.4, "total_energy_ev": -73963.9921, "charge": 0, "homo_lumo_gap_ev": [7.0, 6.7], "s_squared": 3.761, "homo_energy_ev": [-8.09, -8.09], "largest_force_ev_per_a": 1.193}

# 2
{"formula": "C25H22CrI2NO3S3", "method": "the ωB97M-V functional and the def2-TZVPD basis", "symbols": ["Cr", "I", "C", "C", "C", "I", "C", "C", "C", "C", "N", "C", "C", "O", "H", "H", "H", "H", "O", "S", "C", "C", "C", "C", "S", "O", "C", "C", "C", "C", "C", "C", "C", "C", "C", "C", "C", "C", "H", "H", "H", "H", "H", "H", "H", "H", "H", "H", "H", "H", "H", "H", "H", "H", "H", "H", "S"], "positions_angstrom": [[0.78, -0.86, -0.86], [1.02, -1.98, 4.23], [2.49, -1.43, 2.87], [3.83, -1.33, 3.29], [4.84, -1.02, 2.42], [6.79, -0.89, 3.13], [4.54, -0.80, 1.05], [5.47, -0.50, 0.03], [5.06, -0.34, -1.26], [3.69, -0.49, -1.57], [2.81, -0.73, -0.64], [3.20, -0.89, 0.65], [2.12, -1.20, 1.56], [0.91, -1.24, 1.09], [4.06, -1.50, 4.34], [6.52, -0.40, 0.29], [5.76, -0.13, -2.05], [3.32, -0.42, -2.59], [-1.30, -0.72, -0.57], [-2.73, -0.50, -0.96], [-2.67, 0.16, -2.65], [-1.66, 1.28, -2.79], [-1.96, 2.57, -2.02], [-1.53, 2.61, -0.55], [0.25, 2.68, -0.35], [0.75, 1.32, -0.73], [0.31, 2.85, 1.41], [0.11, 1.75, 2.24], [0.16, 1.95, 3.61], [0.39, 3.22, 4.13], [0.58, 4.30, 3.29], [0.55, 4.12, 1.91], [-3.41, -2.09, -1.34], [-2.57, -3.12, -1.74], [-3.15, -4.35, -2.04], [-4.52, -4.53, -1.94], [-5.34, -3.48, -1.52], [-4.78, -2.25, -1.20], [-3.69, 0.48, -2.86], [-2.42, -0.67, -3.31], [-1.61, 1.51, -3.85], [-0.67, 0.90, -2.52], [-3.03, 2.78, -2.05], [-1.48, 3.41, -2.53], [-1.86, 1.75, 0.04], [-1.90, 3.52, -0.06], [-0.05, 0.76, 1.82], [0.02, 1.10, 4.27], [0.42, 3.36, 5.20], [0.78, 5.28, 3.69], [0.73, 4.95, 1.24], [-1.50, -2.95, -1.83], [-2.51, -5.16, -2.36], [-4.96, -5.49, -2.17], [-6.41, -3.63, -1.43], [-5.40, -1.44, -0.85], [0.82, -2.07, -2.61]], "multiplicity": 4, "mol_weight_g_mol": 786.5, "total_energy_ev": -111043.9157, "charge": 0, "homo_lumo_gap_ev": [6.8, 7.3], "s_squared": 3.952, "homo_energy_ev": [-6.67, -7.31], "largest_force_ev_per_a": 0.637}

# 3
{"formula": "C25H22F4NO", "method": "the ωB97M-V functional and the def2-TZVPD basis", "symbols": ["F", "C", "C", "C", "F", "C", "C", "C", "C", "C", "C", "F", "C", "C", "F", "C", "C", "H", "H", "H", "H", "H", "H", "H", "C", "C", "C", "C", "C", "C", "N", "C", "C", "O", "C", "C", "C", "C", "H", "H", "H", "H", "H", "H", "H", "H", "H", "H", "H", "H", "H", "H", "H"], "positions_angstrom": [[-2.99, 3.00, -2.23], [-2.73, 1.65, -2.23], [-3.81, 0.77, -2.20], [-3.49, -0.58, -2.12], [-4.53, -1.49, -2.10], [-2.20, -1.06, -2.08], [-1.09, -0.14, -2.09], [0.20, -0.70, -1.94], [1.50, -0.13, -2.15], [2.58, -1.05, -2.34], [3.88, -0.58, -2.46], [4.91, -1.48, -2.53], [4.19, 0.78, -2.48], [3.13, 1.66, -2.28], [3.41, 3.01, -2.22], [1.81, 1.25, -2.13], [-1.40, 1.24, -2.25], [-4.83, 1.13, -2.24], [-1.99, -2.13, -2.03], [0.21, -1.77, -1.75], [2.38, -2.12, -2.35], [5.21, 1.13, -2.61], [1.05, 2.00, -1.94], [-0.62, 1.98, -2.38], [4.12, -2.45, 1.26], [4.20, -1.07, 1.02], [3.05, -0.29, 1.08], [1.79, -0.87, 1.31], [0.60, -0.06, 1.26], [-0.65, -0.52, 1.61], [-1.68, 0.25, 2.00], [-2.89, -0.45, 2.43], [-4.11, 0.47, 2.36], [-3.84, 1.75, 2.93], [-2.74, 2.44, 2.34], [-1.44, 1.64, 2.38], [1.73, -2.26, 1.61], [2.89, -3.03, 1.56], [5.03, -3.05, 1.25], [5.15, -0.60, 0.80], [3.10, 0.79, 0.92], [0.73, 0.98, 0.99], [-0.89, -1.59, 1.56], [-3.04, -1.31, 1.77], [-2.79, -0.81, 3.47], [-4.42, 0.55, 1.30], [-4.92, 0.07, 2.97], [-2.95, 2.71, 1.28], [-2.64, 3.35, 2.95], [-1.02, 1.71, 3.40], [-0.74, 2.09, 1.68], [0.77, -2.71, 1.85], [2.82, -4.10, 1.78]], "mol_weight_g_mol": 428.4, "total_energy_ev": -40680.3307, "e_above_lowest_kj_mol": 43.8, "charge": 1, "homo_lumo_gap_ev": 3.9, "homo_energy_ev": -10.15, "largest_force_ev_per_a": 1.735}

# 4
{"formula": "C25H22MnN4O3S2", "method": "the ωB97M-V functional and the def2-TZVPD basis", "symbols": ["Mn", "C", "C", "C", "C", "C", "C", "C", "C", "C", "C", "C", "C", "C", "C", "C", "N", "H", "H", "H", "H", "H", "H", "H", "H", "H", "H", "C", "N", "C", "S", "N", "C", "H", "H", "H", "H", "H", "H", "H", "H", "O", "S", "O", "N", "C", "O", "C", "C", "C", "C", "C", "C", "H", "H", "H", "H"], "positions_angstrom": [[-0.37, -1.24, 0.44], [-0.52, -4.67, 3.17], [-1.05, -4.10, 4.31], [-1.44, -2.77, 4.30], [-1.32, -2.01, 3.13], [-0.81, -2.59, 1.94], [-0.39, -3.92, 2.01], [-1.70, -0.59, 3.08], [-2.36, 0.07, 4.15], [-2.69, 1.38, 4.05], [-2.41, 2.09, 2.86], [-2.77, 3.43, 2.66], [-2.51, 4.06, 1.47], [-1.83, 3.37, 0.45], [-1.44, 2.07, 0.64], [-1.74, 1.38, 1.83], [-1.38, 0.08, 1.97], [-0.20, -5.71, 3.19], [-1.15, -4.68, 5.22], [-1.81, -2.33, 5.21], [0.04, -4.39, 1.14], [-2.60, -0.48, 5.05], [-3.18, 1.90, 4.87], [-3.29, 3.95, 3.46], [-2.82, 5.08, 1.31], [-1.63, 3.87, -0.48], [-0.92, 1.53, -0.14], [3.24, -2.61, -0.13], [3.33, -1.22, -0.52], [2.62, -0.28, 0.10], [1.82, -0.59, 1.58], [2.62, 0.99, -0.35], [3.46, 1.51, -1.42], [3.88, -3.19, -0.79], [2.21, -2.98, -0.21], [3.56, -2.73, 0.91], [3.57, -1.07, -1.50], [2.21, 1.65, 0.28], [4.52, 1.48, -1.14], [3.16, 2.54, -1.61], [3.34, 0.93, -2.33], [0.59, -2.37, -5.05], [1.08, -1.39, -4.13], [2.52, -1.26, -4.06], [0.47, -1.57, -2.61], [-0.33, -0.56, -2.32], [-0.99, -0.49, -1.23], [-0.38, 0.52, -3.32], [-0.99, 1.76, -3.21], [-0.77, 2.70, -4.20], [0.01, 2.39, -5.32], [0.59, 1.13, -5.45], [0.39, 0.23, -4.43], [-1.62, 1.99, -2.35], [-1.21, 3.69, -4.12], [0.18, 3.14, -6.08], [1.18, 0.87, -6.31]], "multiplicity": 6, "mol_weight_g_mol": 545.5, "total_energy_ev": -91377.5837, "e_above_lowest_kj_mol": 0.0, "charge": 0, "homo_lumo_gap_ev": [7.2, 7.9], "s_squared": 8.761, "homo_energy_ev": [-7.45, -8.27], "largest_force_ev_per_a": 1.465}

# 5
{"formula": "C25H22N6O6OsS2", "method": "the ωB97M-V functional and the def2-TZVPD basis", "symbols": ["Os", "N", "C", "S", "N", "N", "C", "C", "C", "C", "C", "C", "N", "H", "H", "H", "H", "H", "H", "H", "C", "C", "C", "C", "C", "C", "C", "C", "C", "C", "O", "O", "H", "H", "H", "H", "H", "H", "H", "H", "H", "H", "H", "O", "C", "O", "C", "C", "C", "C", "C", "C", "N", "O", "O", "H", "H", "H", "H", "S", "C", "N"], "positions_angstrom": [[-0.70, -0.42, -0.22], [1.83, -3.90, 2.42], [0.85, -3.38, 1.67], [-0.36, -4.21, 0.95], [1.02, -1.94, 1.63], [0.28, -1.33, 0.90], [-2.38, -0.47, 1.04], [-2.39, 1.01, 1.11], [-3.47, 1.85, 1.22], [-3.18, 3.20, 1.13], [-1.86, 3.61, 0.91], [-0.85, 2.68, 0.76], [-1.12, 1.37, 0.90], [1.91, -4.90, 2.49], [2.59, -3.31, 2.73], [-3.27, -0.95, 0.65], [-4.47, 1.45, 1.34], [-3.96, 3.95, 1.21], [-1.62, 4.66, 0.81], [0.17, 2.97, 0.55], [2.71, -0.51, -6.08], [1.66, 0.07, -5.17], [0.33, -0.30, -5.30], [-0.64, 0.18, -4.43], [-2.07, -0.29, -4.54], [-0.26, 1.07, -3.43], [1.06, 1.48, -3.29], [1.47, 2.44, -2.21], [2.01, 0.97, -4.17], [-1.31, 1.56, -2.46], [-1.77, 2.67, -2.51], [-1.71, 0.69, -1.53], [2.29, -0.80, -7.04], [3.14, -1.41, -5.63], [3.53, 0.19, -6.25], [0.04, -0.99, -6.08], [-2.21, -0.88, -5.44], [-2.76, 0.56, -4.57], [-2.33, -0.90, -3.68], [1.34, 1.99, -1.21], [0.86, 3.35, -2.24], [2.51, 2.72, -2.31], [3.04, 1.29, -4.07], [0.27, -3.28, -2.86], [0.64, -2.40, -2.13], [-0.11, -1.33, -1.86], [2.00, -2.43, -1.50], [2.71, -1.26, -1.24], [3.96, -1.32, -0.64], [4.47, -2.57, -0.32], [3.80, -3.74, -0.59], [2.56, -3.67, -1.19], [5.78, -2.64, 0.35], [6.22, -1.62, 0.85], [6.34, -3.72, 0.37], [2.29, -0.30, -1.51], [4.53, -0.43, -0.42], [4.25, -4.69, -0.34], [1.99, -4.56, -1.42], [-2.04, -1.19, 2.69], [-3.45, -0.65, 3.45], [-4.42, -0.28, 3.95]], "mol_weight_g_mol": 756.9, "total_energy_ev": -71642.1438, "charge": 0, "homo_lumo_gap_ev": 7.2, "homo_energy_ev": -8.72, "largest_force_ev_per_a": 1.275}

# 6
{"formula": "C25H22NO5Zr", "method": "the ωB97M-V functional and the def2-TZVPD basis", "symbols": ["C", "C", "C", "H", "C", "C", "H", "H", "H", "H", "C", "C", "C", "H", "C", "C", "H", "H", "H", "H", "Zr", "O", "C", "C", "H", "H", "H", "H", "C", "C", "C", "H", "C", "H", "C", "H", "C", "H", "O", "C", "O", "C", "C", "C", "C", "C", "C", "N", "O", "O", "H", "H", "H", "H"], "positions_angstrom": [[-0.21, 2.37, -0.09], [1.18, 2.07, -0.38], [1.23, 1.33, -1.61], [2.03, 2.46, 0.17], [-0.12, 1.18, -2.09], [-1.01, 1.80, -1.14], [-2.09, 1.95, -1.26], [-0.55, 3.04, 0.70], [2.15, 1.06, -2.13], [-0.40, 0.82, -3.08], [0.47, -1.66, 1.69], [0.14, -0.47, 2.42], [-1.18, -0.05, 2.03], [0.72, -0.07, 3.26], [-1.70, -1.04, 1.14], [-0.69, -2.04, 0.93], [-0.84, -3.01, 0.43], [1.41, -2.22, 1.80], [-1.73, 0.79, 2.46], [-2.75, -1.12, 0.82], [0.11, 0.04, 0.06], [0.47, -2.43, -3.03], [1.78, -2.36, -3.66], [0.54, -2.62, -4.49], [2.21, -1.35, -3.71], [2.45, -3.21, -3.50], [0.19, -1.76, -5.08], [-0.05, -3.26, -7.05], [-0.03, -4.14, -6.41], [0.25, -3.96, -5.03], [0.33, -5.11, -4.22], [0.58, -5.02, -3.16], [0.11, -6.38, -4.76], [0.15, -7.26, -4.11], [-0.17, -6.55, -6.12], [-0.34, -7.54, -6.54], [-0.23, -5.41, -6.94], [-0.42, -5.52, -8.01], [1.65, 4.13, 1.84], [1.40, 3.16, 2.60], [1.54, 1.91, 2.38], [0.80, 3.56, 3.95], [0.62, 2.60, 4.97], [0.11, 2.96, 6.20], [-0.24, 4.30, 6.44], [-0.10, 5.28, 5.43], [0.43, 4.91, 4.20], [-0.81, 4.67, 7.68], [-0.96, 3.80, 8.58], [-1.17, 5.86, 7.85], [0.92, 1.58, 4.79], [-0.01, 2.23, 7.00], [-0.38, 6.30, 5.67], [0.57, 5.66, 3.42]], "mol_weight_g_mol": 507.7, "total_energy_ev": -39276.9237, "e_above_lowest_kj_mol": 410.4, "charge": 1, "homo_lumo_gap_ev": 5.2, "homo_energy_ev": -11.48, "largest_force_ev_per_a": 3.852}

# 7
{"formula": "C25H23B2F2GeN4Re", "method": "the ωB97M-V functional and the def2-TZVPD basis", "symbols": ["Re", "B", "N", "C", "C", "C", "N", "N", "C", "C", "C", "N", "H", "H", "H", "H", "H", "H", "H", "H", "F", "B", "F", "C", "Ge", "C", "C", "C", "C", "C", "C", "C", "C", "C", "C", "C", "C", "C", "C", "C", "C", "C", "C", "H", "H", "H", "H", "H", "H", "H", "H", "H", "H", "H", "H", "H", "H", "H"], "positions_angstrom": [[0.00, -1.97, 0.34], [1.89, -3.94, 1.31], [1.70, -3.80, -0.29], [2.40, -4.47, -1.19], [2.58, -3.69, -2.34], [1.97, -2.50, -2.09], [1.41, -2.55, -0.85], [0.54, -3.70, 2.19], [0.33, -4.26, 3.37], [-0.42, -3.39, 4.19], [-0.62, -2.26, 3.45], [-0.06, -2.44, 2.22], [2.61, -3.02, 1.61], [2.28, -5.03, 1.54], [2.78, -5.46, -0.96], [3.10, -3.99, -3.24], [1.85, -1.61, -2.69], [0.74, -5.23, 3.59], [-0.76, -3.59, 5.19], [-1.15, -1.35, 3.68], [-2.09, -2.13, -1.86], [-1.99, -2.08, -0.55], [-3.02, -2.16, 0.25], [-0.29, -0.31, 0.12], [-0.44, 1.72, -0.34], [0.75, 1.69, -1.86], [1.94, 2.42, -1.86], [2.79, 2.36, -2.95], [2.47, 1.56, -4.04], [1.29, 0.83, -4.05], [0.43, 0.89, -2.96], [0.21, 2.52, 1.28], [-0.61, 3.38, 2.02], [-0.12, 3.97, 3.18], [1.17, 3.70, 3.60], [1.99, 2.85, 2.87], [1.51, 2.26, 1.71], [-2.33, 1.79, -0.71], [-3.24, 1.37, 0.27], [-4.60, 1.39, 0.01], [-5.06, 1.83, -1.23], [-4.16, 2.25, -2.20], [-2.80, 2.22, -1.95], [2.19, 3.06, -1.02], [3.71, 2.94, -2.95], [3.14, 1.53, -4.90], [1.03, 0.24, -4.92], [-0.50, 0.34, -2.99], [-1.62, 3.60, 1.69], [-0.75, 4.64, 3.74], [1.55, 4.17, 4.50], [3.00, 2.65, 3.20], [2.16, 1.61, 1.14], [-2.89, 1.05, 1.24], [-5.30, 1.08, 0.77], [-6.12, 1.85, -1.43], [-4.52, 2.60, -3.16], [-2.10, 2.55, -2.71]], "mol_weight_g_mol": 697.9, "total_energy_ev": -97677.5020, "e_above_lowest_kj_mol": 174.6, "charge": 2, "homo_lumo_gap_ev": 5.5, "homo_energy_ev": -14.37, "largest_force_ev_per_a": 0.264}

# 8
{"formula": "C25H23BrN4O5STi", "method": "the ωB97M-V functional and the def2-TZVPD basis", "symbols": ["Ti", "O", "C", "O", "C", "C", "C", "N", "C", "C", "C", "O", "O", "H", "H", "H", "Br", "C", "C", "C", "C", "N", "C", "H", "H", "H", "H", "N", "C", "C", "C", "N", "C", "C", "H", "H", "H", "H", "H", "H", "C", "C", "C", "C", "C", "C", "C", "S", "C", "O", "H", "H", "H", "H", "H", "H", "H", "H", "H", "H"], "positions_angstrom": [[0.82, 0.74, 0.33], [-0.37, 7.54, 0.12], [0.71, 7.09, -0.29], [1.77, 7.64, -0.64], [0.80, 5.55, -0.29], [1.44, 4.87, -1.31], [1.50, 3.49, -1.29], [1.01, 2.77, -0.27], [0.41, 3.43, 0.74], [0.25, 4.80, 0.75], [-0.04, 2.54, 1.87], [-1.09, 2.73, 2.45], [0.76, 1.51, 2.10], [1.90, 5.43, -2.12], [1.97, 2.93, -2.09], [-0.29, 5.29, 1.55], [6.25, 0.98, 2.16], [5.06, 0.64, 0.73], [5.56, 0.27, -0.51], [4.63, 0.03, -1.52], [3.29, 0.17, -1.25], [2.81, 0.54, -0.04], [3.71, 0.78, 0.94], [6.62, 0.17, -0.68], [4.95, -0.25, -2.51], [2.55, 0.00, -2.02], [3.32, 1.10, 1.90], [2.47, -5.28, 0.33], [1.96, -4.02, 0.40], [1.28, -3.44, -0.69], [0.77, -2.17, -0.56], [0.86, -1.43, 0.55], [1.50, -1.99, 1.60], [2.05, -3.25, 1.57], [2.56, -5.73, -0.56], [3.10, -5.58, 1.05], [1.16, -3.98, -1.61], [0.24, -1.72, -1.39], [1.56, -1.38, 2.49], [2.55, -3.63, 2.44], [-6.31, -3.42, -1.71], [-5.35, -2.40, -1.17], [-5.80, -1.34, -0.38], [-4.91, -0.40, 0.12], [-3.56, -0.53, -0.16], [-3.09, -1.56, -0.96], [-3.99, -2.48, -1.46], [-2.46, 0.66, 0.59], [-2.11, -0.26, 2.09], [-1.18, 0.58, -0.24], [-7.34, -3.17, -1.46], [-6.09, -4.41, -1.29], [-6.23, -3.50, -2.79], [-6.85, -1.24, -0.17], [-5.27, 0.44, 0.71], [-2.03, -1.62, -1.18], [-3.63, -3.29, -2.09], [-1.80, -1.27, 1.82], [-3.03, -0.28, 2.67], [-1.34, 0.29, 2.63]], "multiplicity": 3, "mol_weight_g_mol": 619.3, "total_energy_ev": -146490.3848, "charge": 0, "homo_lumo_gap_ev": [5.7, 6.5], "s_squared": 2.018, "homo_energy_ev": [-6.08, -7.04], "largest_force_ev_per_a": 1.118}